Entry 1:
The following is a quantum chemistry calculation of a single CCl2N2O4 molecule, from OMol25.

Element x y z (Å)
C -0.202 -0.363 -0.621
N 0.225 0.947 -0.733
N -0.140 -1.072 0.620
O 0.834 1.295 0.468
O 0.092 1.647 -1.753
O 0.758 -0.712 1.391
O -0.896 -2.067 0.719
Cl 0.040 1.494 1.983
Cl -0.711 -1.170 -2.074

The value obtained for the energy above the lowest of the compared OMol25 structures with the same formula, charge and spin is 83.37 kcal/mol. Its highest occupied orbital energy (alpha / beta) is -10.272 / -10.272 eV. The LUMO energy (alpha / beta) is -2.32 / -2.32 eV. For the strongest force on any atom, the calculation gives 4.72 eV/Å.

Atom charges from the Mulliken analysis, given in e for atoms 1 to 2: 0.24, 0.72


Entry 2:
The following is a quantum chemistry calculation of 8 unconnected molecules or ions with the total composition C14H37BCl2O12, from OMol25.

Element x y z (Å)
C -2.470 0.129 3.433
C -3.013 -1.235 3.062
Cl -3.812 -2.141 4.326
C -2.877 -1.743 1.860
Cl -3.499 -3.351 1.539
C -2.221 -1.057 0.691
O -2.379 0.361 0.525
C -1.374 0.790 -0.302
O -1.298 1.907 -0.622
O -0.583 -0.262 -0.623
C -0.699 -1.125 0.552
C -0.035 -2.489 0.394
B -0.515 -3.275 -0.911
O 0.309 -3.391 -2.003
O -1.732 -3.904 -1.025
H -2.788 0.914 2.742
H -2.771 0.433 4.436
H -1.377 0.069 3.362
H -2.689 -1.452 -0.224
H -0.212 -0.497 1.313
H -0.165 -3.052 1.326
H 1.046 -2.300 0.316
H 1.193 -3.048 -1.820
H -1.570 -4.714 -1.533
C 1.543 4.264 -0.662
O 0.298 4.743 -0.168
H 2.313 4.994 -0.425
H 1.794 3.311 -0.187
H 1.492 4.134 -1.746
H -0.369 4.084 -0.386
C -1.948 2.148 -4.570
O -1.456 1.250 -3.582
H -1.555 1.842 -5.537
H -3.041 2.116 -4.602
H -1.617 3.167 -4.354
H -1.812 1.534 -2.735
C -0.493 -5.463 3.617
O -0.069 -4.101 3.581
H 0.355 -6.089 3.879
H -1.276 -5.585 4.369
H -0.869 -5.761 2.635
H -0.840 -3.572 3.348
C -5.113 2.508 -0.828
O -4.413 2.792 0.374
H -6.121 2.906 -0.741
H -4.613 2.981 -1.679
H -5.167 1.427 -0.990
H -3.525 2.433 0.277
C -1.636 -8.956 4.149
O -0.347 -8.764 3.574
H -2.332 -8.278 3.660
H -1.971 -9.985 3.996
H -1.611 -8.734 5.219
H 0.257 -9.369 4.016
C 5.073 6.006 -2.356
O 5.186 5.519 -1.020
H 5.006 5.153 -3.028
H 4.174 6.618 -2.460
H 5.955 6.600 -2.609
H 5.245 6.285 -0.440
C 8.268 4.983 -4.085
O 8.333 5.611 -2.811
H 9.023 5.433 -4.727
H 8.469 3.913 -3.992
H 7.281 5.133 -4.533
H 7.660 5.201 -2.255

The value obtained for the energy above the lowest of the compared OMol25 structures with the same formula, charge and spin is 13.54 kcal/mol. Its highest occupied orbital energy is -9.802 eV. As for the SMILES: C/C(Cl)=C(/Cl)[C@H]1OC(=O)O[C@@H]1CB(O)O.CO.CO.CO.CO.CO.CO.CO. The LUMO energy is 0.26 eV. For the strongest force on any atom, the calculation gives 3.29 eV/Å.

Atom charges from the Mulliken analysis, given in e for atoms 1 to 2: -0.99, 0.42


Entry 3:
The following is a quantum chemistry calculation of a molecular structure, C34H31FIN7NiO7S, from OMol25.

Element x y z (Å)
Ni 2.670 -0.448 -1.596
N 8.374 -0.195 3.868
C 7.822 -0.303 2.592
C 8.323 0.459 1.537
C 7.796 0.325 0.264
C 6.777 -0.583 0.035
C 6.272 -1.354 1.075
C 6.790 -1.213 2.346
S 6.080 -0.774 -1.572
O 5.886 -2.170 -1.808
O 6.861 0.009 -2.490
N 4.597 -0.108 -1.426
C 4.403 1.218 -1.428
N 5.284 2.185 -1.151
C 4.815 3.421 -1.227
C 3.498 3.744 -1.543
C 2.642 2.681 -1.765
N 3.088 1.440 -1.721
H 8.836 0.677 4.063
H 7.774 -0.492 4.619
H 9.127 1.163 1.721
H 8.162 0.923 -0.560
H 5.469 -2.055 0.880
H 6.395 -1.808 3.161
H 5.529 4.209 -1.007
H 3.157 4.766 -1.598
H 1.591 2.821 -1.991
F -3.472 1.636 -3.063
C -3.053 0.564 -2.347
C -1.790 0.102 -2.548
C -1.332 -1.028 -1.874
C 0.090 -1.352 -1.952
O 0.866 -0.535 -2.482
C 0.471 -2.576 -1.347
C -0.464 -3.303 -0.695
N -1.761 -2.934 -0.485
C -2.579 -3.918 0.204
C -4.038 -4.141 -0.025
C -3.539 -3.639 1.317
C -2.206 -1.746 -1.046
C -3.449 -1.166 -0.753
C -3.880 -0.005 -1.370
N -5.066 0.614 -0.895
C -5.409 1.968 -1.313
C -6.492 2.492 -0.364
N -6.350 1.731 0.919
C -6.813 0.310 0.720
C -6.254 -0.172 -0.631
C 1.884 -3.132 -1.400
O 2.013 -4.339 -1.249
O 2.818 -2.284 -1.574
H -1.119 0.610 -3.228
H -0.150 -4.248 -0.271
H -1.997 -4.817 0.332
H -4.373 -5.166 -0.101
H -4.566 -3.456 -0.670
H -3.525 -4.331 2.147
H -3.727 -2.616 1.608
H -4.067 -1.577 0.026
H -5.775 2.036 -2.341
H -4.526 2.595 -1.226
H -7.504 2.305 -0.720
H -6.370 3.553 -0.164
H -6.843 2.179 1.688
H -5.351 1.705 1.147
H -7.901 0.311 0.756
H -6.423 -0.269 1.555
H -6.998 -0.064 -1.430
H -6.013 -1.228 -0.558
I -3.647 4.176 1.910
C -2.126 2.736 1.716
C -1.796 1.974 2.827
C -0.779 1.041 2.713
C -0.095 0.859 1.515
C -0.443 1.637 0.420
C -1.461 2.586 0.508
C 1.008 -0.219 1.463
O 1.150 -0.854 2.514
O 1.606 -0.391 0.368
H -2.308 2.121 3.769
H -0.479 0.429 3.554
H 0.102 1.491 -0.505
H -1.718 3.206 -0.342

The value obtained for the energy above the lowest of the compared OMol25 structures with the same formula, charge and spin is 0.41 kcal/mol. Its highest occupied orbital energy is -7.045 eV. The LUMO energy is -1.41 eV. For the strongest force on any atom, the calculation gives 1.05 eV/Å.

Atom charges from the Mulliken analysis, given in e for atoms 1 to 2: -0.35, -0.59


Entry 4:
The following is a quantum chemistry calculation of a molecular structure, C33H31BrN2O3P2RhS, from OMol25.

Element x y z (Å)
Rh 1.480 0.718 0.839
Br 3.896 -5.875 3.169
C 3.623 -4.118 2.548
C 4.630 -3.485 1.803
C 4.450 -2.212 1.327
C 3.254 -1.502 1.566
O 3.170 -0.296 1.037
C 2.255 -2.133 2.344
C 1.049 -1.492 2.765
N 0.662 -0.316 2.373
C -0.516 0.297 2.899
C -1.142 -0.037 4.069
C -2.377 0.567 4.403
C -2.947 1.495 3.580
C -2.274 1.913 2.399
C -2.794 2.877 1.514
C -2.087 3.223 0.394
C -0.842 2.623 0.171
N -0.315 1.728 0.988
C -1.037 1.332 2.085
C 2.462 -3.449 2.820
H 5.553 -4.012 1.602
H 5.225 -1.722 0.754
H 0.423 -2.037 3.467
H -0.737 -0.793 4.727
H -2.875 0.265 5.313
H -3.902 1.940 3.822
H -3.757 3.326 1.722
H -2.462 3.941 -0.320
H -0.268 2.886 -0.709
H 1.681 -3.920 3.402
C 2.466 -1.120 -1.716
P 1.111 -0.013 -1.263
C -0.338 -0.905 -1.825
C 1.235 1.432 -2.378
C 0.638 1.474 -3.635
C 0.828 2.583 -4.450
C 1.612 3.646 -4.022
C 2.205 3.615 -2.769
C 2.009 2.512 -1.948
P 2.639 2.340 -0.271
C 2.486 3.949 0.541
C 4.425 2.083 -0.373
H 2.380 -1.325 -2.785
H 2.360 -2.055 -1.164
H 3.436 -0.692 -1.487
H -0.141 -1.140 -2.873
H -1.252 -0.324 -1.706
H -0.455 -1.808 -1.222
H 0.018 0.663 -3.986
H 0.356 2.616 -5.422
H 1.751 4.506 -4.663
H 2.800 4.456 -2.437
H 1.454 4.291 0.543
H 3.114 4.683 0.034
H 2.827 3.859 1.573
H 4.863 2.866 -0.994
H 4.656 1.109 -0.794
H 4.854 2.129 0.628
O -6.401 -3.552 -3.403
C -6.436 -2.668 -2.374
O -7.416 -1.998 -2.206
C -5.194 -2.522 -1.563
C -5.100 -1.407 -0.729
C -3.979 -1.201 0.045
C -2.901 -2.100 0.037
S -1.460 -1.776 0.974
C -3.017 -3.226 -0.787
C -4.139 -3.433 -1.570
H -5.521 -3.932 -3.477
H -5.931 -0.714 -0.704
H -3.917 -0.331 0.689
H -2.220 -3.960 -0.785
H -4.185 -4.343 -2.158

The value obtained for the energy above the lowest of the compared OMol25 structures with the same formula, charge and spin is 20.93 kcal/mol. Its highest occupied orbital energy is -8.852 eV. The LUMO energy is -4.47 eV. The total charge is +1. For the strongest force on any atom, the calculation gives 0.49 eV/Å.

Atom charges from the Mulliken analysis, given in e for atoms 1 to 2: -0.22, -0.16


Entry 5:
The following is a quantum chemistry calculation of a molecular structure, C52H43CsN10O4PS2, from OMol25.

Element x y z (Å)
Cs 0.160 -0.867 -0.050
C -2.408 1.497 4.018
C -2.119 0.266 3.455
N -0.882 -0.227 3.455
C 0.074 0.494 4.005
C -0.276 1.768 4.562
N -1.478 2.275 4.555
C 1.461 -0.039 4.004
C 2.178 -0.065 5.194
C 3.417 -0.645 5.241
C 3.913 -1.270 4.128
C 3.186 -1.089 2.952
N 1.963 -0.640 2.931
C 3.733 -1.576 1.660
C 4.581 -2.675 1.513
N 5.115 -3.019 0.368
C 4.843 -2.301 -0.675
C 4.000 -1.194 -0.574
N 3.439 -0.883 0.559
C 4.128 -0.732 6.526
C 4.362 0.343 7.343
C 4.928 0.127 8.602
N 5.213 -1.109 9.051
C 4.968 -2.178 8.272
C 4.451 -2.016 6.969
H -3.407 1.978 3.933
H -2.860 -0.275 2.949
H 0.560 2.310 4.908
H 1.761 0.388 6.059
H 4.877 -1.706 4.101
H 4.818 -3.345 2.353
H 5.382 -2.596 -1.603
H 3.743 -0.615 -1.423
H 4.290 1.367 6.936
H 5.201 0.987 9.176
H 5.089 -3.178 8.670
H 4.239 -2.874 6.358
O -1.963 -2.950 -0.968
C -2.517 -1.852 -0.823
C -3.986 -1.837 -1.278
C -4.499 -2.877 -2.122
C -5.841 -2.930 -2.474
C -6.696 -1.871 -2.052
C -6.167 -0.834 -1.273
C -4.801 -0.709 -1.020
P -4.147 0.575 0.130
C -3.046 1.640 -0.921
C -2.254 2.536 -0.274
C -1.353 3.287 -1.013
C -1.190 3.105 -2.354
C -1.938 2.134 -2.972
C -2.889 1.447 -2.281
C -5.534 1.674 0.450
C -6.086 2.429 -0.583
C -7.016 3.436 -0.366
C -7.440 3.676 0.953
C -6.889 2.892 1.996
C -5.938 1.954 1.764
H -3.793 -3.723 -2.261
H -6.294 -3.771 -2.952
H -7.780 -1.871 -2.301
H -6.793 -0.014 -1.006
H -2.368 2.702 0.790
H -0.817 4.075 -0.493
H -0.365 3.589 -2.845
H -1.794 1.930 -4.006
H -3.423 0.687 -2.790
H -5.759 2.264 -1.563
H -7.397 3.969 -1.250
H -8.117 4.500 1.156
H -7.259 3.150 3.035
H -5.410 1.453 2.567
O 2.672 2.416 0.946
C 3.007 3.350 0.060
C 3.476 4.574 0.523
C 4.144 5.431 -0.362
C 4.162 5.205 -1.726
C 3.507 4.060 -2.170
C 2.902 3.150 -1.348
C 2.140 1.947 -1.896
O 1.885 1.082 -1.014
N 1.752 1.864 -3.153
N 0.958 0.684 -3.398
C 0.645 0.555 -4.603
S -0.420 -0.769 -5.152
C 0.016 -0.559 -6.924
C 0.062 0.914 -7.156
S 1.056 1.685 -5.877
H 2.337 1.658 0.400
H 3.482 4.755 1.604
H 4.646 6.272 0.046
H 4.657 5.901 -2.435
H 3.375 3.847 -3.188
H -0.854 -1.025 -7.352
H 0.934 -1.099 -7.248
H -0.937 1.283 -6.874
H 0.323 1.229 -8.173
N 2.016 -4.252 0.677
C 1.677 -4.234 -0.427
N 1.280 -4.297 -1.704
C 0.032 -4.997 -2.003
C 0.003 -5.421 -3.495
O 0.252 -4.368 -4.368
C 1.433 -3.653 -4.062
C 1.323 -3.160 -2.615
H -0.889 -4.362 -1.788
H -0.050 -6.000 -1.541
H -0.987 -5.786 -3.707
H 0.733 -6.181 -3.711
H 1.422 -2.788 -4.716
H 2.260 -4.371 -4.171
H 0.339 -2.578 -2.644
H 2.144 -2.512 -2.332

The value obtained for the energy above the lowest of the compared OMol25 structures with the same formula, charge and spin is 31.94 kcal/mol. Its highest occupied orbital energy is -3.450 eV. The LUMO energy is 1.68 eV. The total charge is -1. For the strongest force on any atom, the calculation gives 3.34 eV/Å.

Atom charges from the Mulliken analysis, given in e for atoms 1 to 2: 1.26, -0.23


Entry 6:
The following is a quantum chemistry calculation of a gas-phase ion, C3H5N2O3 (charge -1), from OMol25.

Element x y z (Å)
N -2.262 -0.238 1.467
C -1.153 0.548 0.905
C 0.168 -0.175 0.973
O 0.512 -0.798 1.974
N 1.018 -0.020 -0.077
C 0.779 0.229 -1.513
O -0.294 0.768 -1.844
O 1.738 -0.146 -2.204
H -1.871 -1.049 1.933
H -2.921 -0.593 0.784
H -1.152 1.499 1.441
H -1.275 0.842 -0.113
H 1.868 -0.554 0.033

The value obtained for the energy above the lowest of the compared OMol25 structures with the same formula, charge and spin is 5.05 kcal/mol. Its highest occupied orbital energy is -4.908 eV. As for the SMILES: NCC(=O)NC(=O)[O-]. The LUMO energy is 4.04 eV. The total charge is -1. For the strongest force on any atom, the calculation gives 0.97 eV/Å.

Atom charges from the Mulliken analysis, given in e for atoms 1 to 2: -0.58, -0.29